DFT (wB97M-V/def2-TZVPD) results for a molecular structure, C35H51N2O3PReSb2.

Its HOMO energy (spin up / spin down) is -12.77 / -12.76 eV. The calculation puts the HOMO-LUMO gap (spin up / spin down) at 0.1792 / 0.2115 Eh.

ORCA input file:
```
! RIJCOSX wB97M-V def2-TZVPD def2/J DEFGRID3
* xyz 2 2
Re 0.5493 -0.2555 0.6092
O -2.6805 4.1947 0.3798
C -3.0809 3.4358 -0.6485
C -4.1551 3.9189 -1.3984
C -4.6321 3.2067 -2.4742
C -4.0554 1.9858 -2.8435
C -3.0029 1.4990 -2.1133
C -2.4926 2.2026 -1.0065
C -1.3794 1.6253 -0.2748
O -0.8983 0.4642 -0.6569
N -0.8423 2.2597 0.7473
N 0.2236 1.5555 1.2763
C 0.8806 2.1876 2.2355
C 1.9978 1.7002 2.9525
C 2.5823 2.5326 3.9411
C 3.6539 2.1003 4.6674
C 4.1845 0.8171 4.4382
C 3.6442 -0.0182 3.4874
C 2.5524 0.4143 2.7365
O 2.0331 -0.4042 1.8166
H -1.9219 3.7763 0.8237
H -4.5915 4.8645 -1.1079
H -5.4636 3.6014 -3.0427
H -4.4299 1.4364 -3.6958
H -2.5408 0.5623 -2.3938
H 0.4943 3.1719 2.4753
H 2.1649 3.5176 4.1071
H 4.0979 2.7383 5.4181
H 5.0322 0.4843 5.0219
H 4.0446 -1.0052 3.3000
C 3.6777 -0.8226 -2.1590
Sb 1.9154 0.2577 -1.7289
C 2.5251 2.2749 -1.4727
C 0.8370 0.2516 -3.5815
C 1.2814 -0.9257 -4.3944
C 2.2376 -0.7414 -5.3918
C 2.7398 -1.8159 -6.1065
C 2.2945 -3.0963 -5.8121
C 1.3406 -3.2882 -4.8251
C 0.8149 -2.2165 -4.1045
C -0.2677 -2.4439 -3.1007
Sb -2.2549 -2.1207 -3.9801
C -2.0491 -3.6555 -5.4494
C -3.2118 -3.3411 -2.4903
H 4.1827 -0.3089 -2.9755
H 3.4096 -1.8254 -2.4873
H 4.3251 -0.8641 -1.2863
H 3.1135 2.5703 -2.3406
H 3.1259 2.3846 -0.5721
H 1.6368 2.9017 -1.4044
H 1.1058 1.1933 -4.0613
H -0.2260 0.2740 -3.3472
H 2.5838 0.2613 -5.6182
H 3.4716 -1.6557 -6.8862
H 2.6842 -3.9458 -6.3565
H 0.9901 -4.2906 -4.6092
H -0.2073 -1.7538 -2.2509
H -0.2470 -3.4665 -2.7209
H -3.0309 -3.8848 -5.8613
H -1.6312 -4.5575 -5.0044
H -1.4047 -3.3135 -6.2569
H -2.9405 -4.3872 -2.6275
H -4.2944 -3.2419 -2.5437
H -2.8889 -3.0143 -1.5000
C -3.5015 -2.7410 2.4807
C -2.6775 -2.0340 1.3991
C -3.4379 -0.8416 0.8142
P -0.9783 -1.6140 1.9558
C -0.8770 -0.9464 3.6674
C -1.8185 0.2481 3.8480
C -1.0514 -2.0007 4.7660
C 0.0661 -3.1263 1.8145
C 0.5887 -3.0861 0.3715
C -0.5794 -4.4727 2.1201
H -4.4302 -3.0904 2.0286
H -3.7701 -2.0545 3.2824
H -2.9980 -3.6033 2.9126
H -2.4876 -2.7490 0.5896
H -3.5404 -0.0278 1.5336
H -4.4440 -1.1671 0.5471
H -2.9628 -0.4603 -0.0850
H 0.1571 -0.5856 3.7231
H -2.8543 -0.0751 3.9476
H -1.7631 0.9558 3.0182
H -1.5538 0.7787 4.7629
H -2.0468 -2.4389 4.7604
H -0.9091 -1.5220 5.7359
H -0.3153 -2.8005 4.6864
H 0.9026 -2.9511 2.4986
H -0.2138 -3.1241 -0.3666
H 1.2628 -3.9211 0.1643
H 1.2827 -2.2333 0.1211
H -1.4081 -4.6836 1.4424
H -0.9492 -4.5235 3.1422
H 0.1587 -5.2665 1.9961
*
```



DFT (wB97M-V/def2-TZVPD) results for a molecular structure, C44H43FN3O6S2TeTl.

The value obtained for the energy relative to the best compared isomer or geometry (same formula, charge and spin) is 0.0 kcal/mol. Its HOMO energy is -6.04 eV. The calculation puts the HOMO-LUMO gap at 0.1920 Eh.

ORCA input file:
```
! RIJCOSX wB97M-V def2-TZVPD def2/J DEFGRID3
* xyz 0 1
Tl 1.5786 2.7531 -0.8701
F -1.5400 -1.9528 1.2325
C -0.7647 -2.2722 0.1416
C -0.5444 -1.3625 -0.8484
C 0.3291 -1.7282 -1.8889
C 0.8737 -0.6972 -2.8175
O 0.6404 0.4853 -2.6277
C 1.7675 -1.2812 -3.8349
C 2.1631 -2.5685 -3.7780
N 1.7748 -3.4796 -2.8208
C 2.1425 -4.8592 -2.8271
C 3.0522 -5.4242 -1.7523
C 3.5694 -5.2667 -3.1250
C 0.8815 -3.0157 -1.8437
C 0.6583 -3.8893 -0.7599
C -0.1399 -3.5187 0.2567
N -0.1824 -4.3608 1.4224
C -1.3994 -5.0513 1.7285
C -0.9961 -6.1997 2.6735
N -0.3577 -5.6768 3.9541
C 0.8491 -4.8608 3.5581
C 0.3738 -3.7605 2.5982
C 2.3328 -0.4252 -4.9278
O 2.6398 -0.8366 -6.0312
O 2.5203 0.8155 -4.5402
H -0.9836 -0.3632 -0.8356
H 2.8134 -3.0190 -4.5758
H 1.3765 -5.5311 -3.1944
H 2.7939 -6.4626 -1.4297
H 3.3642 -4.7434 -0.9896
H 3.7501 -6.0923 -3.8304
H 4.2753 -4.4880 -3.2896
H 1.1882 -4.7924 -0.6202
H -1.7877 -5.6035 0.8410
H -2.1480 -4.4828 2.1896
H -0.1734 -6.7943 2.2091
H -1.8816 -6.7821 2.9257
H -0.0772 -6.4126 4.6213
H -0.9599 -5.1697 4.5891
H 1.6980 -5.4305 3.1250
H 1.2192 -4.4286 4.5279
H 1.2972 -3.2408 2.3528
H -0.3903 -3.0805 3.0506
O -0.1550 4.4030 0.2907
C -1.0406 3.9514 -0.4759
O -0.8435 2.9639 -1.2290
C -2.2801 4.7490 -0.6835
C -2.4820 5.9115 0.0663
C -3.6405 6.6757 -0.0919
C -4.6578 6.2142 -0.8978
C -4.5099 5.0664 -1.6224
C -3.3202 4.3337 -1.5133
H -1.7014 6.2328 0.7303
H -3.7790 7.5458 0.4942
H -5.6182 6.7604 -1.0176
H -5.2975 4.7069 -2.2467
H -3.1354 3.4506 -2.1532
C -5.3720 4.6437 3.2289
C -4.1027 3.8325 2.8985
C -2.9015 4.0820 3.5878
C -1.6986 3.4415 3.2786
C -0.4937 3.7512 4.1133
C -1.6913 2.4730 2.2436
C -0.3967 1.8153 1.8490
O 0.7364 2.0887 2.1971
C -2.8774 2.1505 1.6195
C -2.9984 1.0748 0.5694
C -4.0648 2.7873 1.9614
H -5.6712 5.3886 2.4277
H -5.2571 5.2376 4.1576
H -6.2112 3.9542 3.3288
H -2.9338 4.9112 4.3195
H -0.8121 4.3167 5.0068
H 0.1586 4.4106 3.4985
H 0.0500 2.8917 4.4516
H -0.6024 0.9707 1.1370
H -2.3623 1.2788 -0.2973
H -4.0403 0.9338 0.2614
H -2.7145 0.1063 1.0081
H -4.9722 2.4543 1.4811
Te 3.2549 2.0500 -5.9659
C 2.6472 3.5815 -4.6996
C 3.3519 4.5385 -4.0090
C 2.5152 5.3753 -3.2555
C 1.1919 5.1007 -3.3705
S 0.9395 3.7767 -4.4747
H 4.4351 4.7170 -3.9440
H 2.9137 6.0820 -2.5562
H 0.3831 5.5643 -2.8885
S 3.9854 -4.5902 2.3700
C 3.8279 -3.3178 1.2261
C 4.5706 -3.2776 -0.0192
C 4.4238 -2.2570 -0.9326
C 3.5562 -1.2231 -0.6894
C 2.7466 -1.2251 0.4290
C 2.9550 -2.2357 1.3819
H 5.2502 -4.1284 -0.2719
H 5.0825 -2.2753 -1.8455
H 3.5914 -0.3468 -1.3021
H 2.0489 -0.4440 0.6095
H 2.4230 -2.0744 2.2911
*
```



DFT (wB97M-V/def2-TZVPD) results for a single C23H20N2O7 molecule.

The value obtained for the energy relative to the best compared isomer or geometry (same formula, charge and spin) is 14.9 kcal/mol. Its HOMO energy is -8.65 eV. The calculation puts the HOMO-LUMO gap at 0.3204 Eh.

ORCA input file:
```
! RIJCOSX wB97M-V def2-TZVPD def2/J DEFGRID3
* xyz 0 1
C -3.2865 5.9666 -2.2076
O -2.3627 5.5552 -1.2123
C -1.5601 4.5457 -1.5484
O -1.4899 4.0744 -2.6577
C -0.6674 4.1504 -0.4213
C -0.0004 5.1309 0.3041
C 0.9432 4.7842 1.2532
C 1.2399 3.4480 1.4726
C 0.5660 2.4599 0.7801
C -0.4062 2.8036 -0.1549
N -1.1164 1.7818 -0.7964
C -2.4320 1.8135 -1.1073
O -3.1777 2.7465 -0.9102
C -2.9271 0.5318 -1.7775
O -2.1216 -0.5758 -1.4037
C -2.7091 -1.7843 -1.3293
O -3.8555 -1.9903 -1.6356
C -1.7691 -2.8102 -0.8196
C -2.1211 -4.1541 -0.8814
C -1.2486 -5.1084 -0.3933
C -0.0267 -4.7613 0.1668
C 0.8940 -5.8234 0.6918
C 0.3189 -3.4011 0.2323
N 1.5430 -3.0395 0.7992
C 2.0622 -1.7929 0.9873
O 1.5233 -0.7436 0.6858
C 3.3905 -1.8187 1.6151
C 4.2186 -0.7741 1.9391
C 5.3706 -1.3489 2.5157
C 5.1644 -2.6957 2.5028
O 3.9751 -2.9942 1.9624
C -0.5521 -2.4406 -0.2616
H -4.0112 5.1696 -2.3839
H -3.7805 6.8538 -1.8193
H -2.7662 6.1888 -3.1422
H -0.2187 6.1679 0.1012
H 1.4569 5.5534 1.8097
H 1.9932 3.1735 2.1962
H 0.7924 1.4182 0.9517
H -0.6445 0.8897 -0.8700
H -3.9726 0.3506 -1.5074
H -2.8729 0.6785 -2.8637
H -3.0709 -4.4307 -1.3110
H -1.5213 -6.1523 -0.4444
H 1.8487 -5.8103 0.1644
H 0.4490 -6.8052 0.5552
H 1.0839 -5.6853 1.7569
H 2.1205 -3.8064 1.1148
H 4.0135 0.2632 1.7749
H 6.2320 -0.8341 2.8876
H 5.7687 -3.5157 2.8381
H -0.2794 -1.4027 -0.1989
*
```



DFT (wB97M-V/def2-TZVPD) results for a single C5H10O2 molecule.

The value obtained for the energy relative to the best compared isomer or geometry (same formula, charge and spin) is 58.2 kcal/mol. Its HOMO energy is -9.81 eV. The calculation puts the HOMO-LUMO gap at 0.3906 Eh.

ORCA input file:
```
! RIJCOSX wB97M-V def2-TZVPD def2/J DEFGRID3
* xyz 0 1
O 1.9431 0.6052 2.7258
C 1.1465 0.4648 1.8385
C 1.2073 -0.6059 0.7304
C 1.0688 -0.3558 -0.7784
C -0.2886 0.3211 -1.0664
C -1.6154 -0.2008 -0.3646
O -2.5297 0.7658 0.0168
H 0.2235 1.0892 1.8553
H 0.4453 -1.3173 0.9885
H 2.1761 -1.1167 0.8590
H 1.1145 -1.2532 -1.2763
H 1.8854 0.2767 -1.2316
H -0.5488 0.3028 -2.1618
H -0.2111 1.3794 -0.8031
H -1.3436 -1.0590 0.3606
H -2.1455 -0.8065 -1.1350
H -2.5279 1.5103 -0.5579
*
```



DFT (wB97M-V/def2-TZVPD) results for a molecular structure, C19H33I2IrN6O2SSi.

Its HOMO energy (spin up / spin down) is -15.76 / -15.77 eV. The calculation puts the HOMO-LUMO gap (spin up / spin down) at 0.3060 / 0.1773 Eh.

ORCA input file:
```
! RIJCOSX wB97M-V def2-TZVPD def2/J DEFGRID3
* xyz 3 6
Ir 0.2802 0.7680 1.5611
I 2.1583 0.6560 3.3472
C -1.1691 2.9968 4.2042
I -1.9999 1.5886 2.9603
H -0.1088 2.9480 4.3906
H -1.8564 3.5839 4.7936
N 1.8278 1.1703 -0.2125
C 1.4870 0.4342 -1.4518
C 2.2962 -0.8523 -1.6416
C 3.6946 -0.5774 -2.2117
C 4.4522 -1.8402 -2.6501
N 4.9714 -2.6728 -1.5644
C 6.1501 -2.5251 -0.9640
N 6.9611 -1.5178 -1.2834
N 6.5156 -3.3750 -0.0041
C -0.0200 0.1791 -1.4883
O -0.5447 -0.6597 -2.1447
O -0.6981 1.0642 -0.6967
H 1.7848 2.1740 -0.3674
H 2.7765 0.9591 0.0786
H 1.6574 1.0674 -2.3315
H 1.7367 -1.4670 -2.3482
H 2.3462 -1.3933 -0.6894
H 4.3078 -0.0122 -1.5017
H 3.5830 0.0346 -3.1095
H 5.2792 -1.5559 -3.3021
H 3.7945 -2.4698 -3.2467
H 4.4136 -3.4657 -1.2915
H 6.7889 -0.9443 -2.0916
H 7.8928 -1.4832 -0.9017
H 5.9658 -4.1859 0.2244
H 7.4311 -3.3246 0.4118
C -0.6814 -2.2748 4.4127
N -1.7712 -2.2841 3.4514
C -3.0754 -2.6055 3.7530
C -3.7831 -2.5672 2.5988
N -2.8996 -2.2061 1.6152
C -1.6701 -2.0342 2.1348
S -0.2728 -1.6585 1.2028
H -0.6839 -3.2081 4.9724
H -0.7977 -1.4492 5.1140
H 0.2621 -2.1781 3.8856
H -3.3919 -2.8461 4.7538
H -4.8242 -2.7688 2.4139
H -3.1074 -2.1343 0.6286
C -1.2989 2.4543 -3.1521
Si -1.7289 2.3135 -1.3411
C -1.2216 3.7499 -0.2212
C -3.5326 1.8802 -1.0740
C -3.9478 0.8983 -0.1757
C -5.2940 0.5843 -0.0506
C -6.2341 1.2589 -0.8158
C -5.8340 2.2438 -1.7070
C -4.4878 2.5643 -1.8257
H -1.9745 3.1522 -3.6488
H -1.4065 1.4924 -3.6566
H -0.2833 2.8226 -3.3215
H -0.6202 4.4878 -0.7590
H -0.6306 3.4115 0.6372
H -2.0997 4.2720 0.1587
H -3.2128 0.3642 0.4247
H -5.6063 -0.1872 0.6424
H -7.2858 1.0313 -0.7039
H -6.5619 2.7653 -2.3135
H -4.1979 3.3533 -2.5109
*
```



DFT (wB97M-V/def2-TZVPD) results for 2 unconnected molecules or ions with the total composition C6H6.

The value obtained for the energy relative to the best compared isomer or geometry (same formula, charge and spin) is 183.5 kcal/mol. Its HOMO energy is -7.71 eV. The calculation puts the HOMO-LUMO gap at 0.2948 Eh.

ORCA input file:
```
! RIJCOSX wB97M-V def2-TZVPD def2/J DEFGRID3
* xyz 0 1
C -1.0682 -1.3582 0.7243
C -0.6106 -0.1531 0.2677
C 0.0277 -0.6562 1.3903
C 1.1060 -0.7236 2.1842
C 0.0627 1.0135 -2.4120
C -0.5521 1.3988 -1.3236
H -1.7468 -2.1849 0.6346
H 1.6796 0.2050 2.1794
H 1.4027 -1.3946 2.8732
H 0.1306 1.5043 -3.3874
H 0.1786 0.0190 -2.2839
H -0.6101 2.3300 -0.8466
*
```